[1]
{
  "formula": "C3H10NS",
  "method": "wB97M-V/def2-TZVPD",
  "total_charge": 1,
  "lumo_energy_ev": -3.6,
  "e_tot_ev": -15591.587,
  "homo_ev": -13.7,
  "orbital_gap_ev": 10.088,
  "smiles": "C[C@@H]([NH3+])CS",
  "fmax_ev_per_a": 2.71,
  "symbols": ["C", "C", "C", "S", "N", "H", "H", "H", "H", "H", "H", "H", "H", "H", "H"],
  "positions_angstrom": [[-1.59786, 1.24815, -1.16160], [-0.58304, 0.69977, -0.13423], [0.75170, 0.21086, -0.64140], [1.50813, -0.94114, 0.57514], [-1.42922, -0.31212, 0.75199], [-2.29498, 1.93540, -0.68974], [-1.05731, 1.82689, -1.90918], [-2.03599, 0.38124, -1.66018], [-0.52112, 1.43967, 0.67074], [1.32650, 1.11770, -0.80627], [0.66420, -0.22092, -1.64088], [2.61036, -0.20857, 0.69058], [-0.98117, -0.46202, 1.65178], [-1.45780, -1.21347, 0.27817], [-2.31814, 0.16367, 0.92732]],
  "atomic_forces_ev_per_a": [[1.3, -0.6, 0.0], [-2.0, 1.1, 1.4], [-0.6, -0.3, 0.1], [0.1, 0.4, -0.6], [1.2, 0.3, -0.8], [-0.3, -0.3, 0.0], [0.0, 0.0, -0.1], [-0.4, 0.3, -0.2], [1.0, 0.3, -0.5], [0.3, 0.0, 0.3], [-0.1, -0.4, 0.2], [0.3, 0.0, 0.3], [0.3, -0.1, 0.1], [-0.8, -0.1, 0.1], [-0.2, -0.7, -0.3]]
}

***

[2]
{
  "formula": "C3H10NS",
  "method": "wB97M-V/def2-TZVPD",
  "total_charge": 1,
  "lumo_energy_ev": -4.9,
  "e_tot_ev": -15588.588,
  "homo_ev": -13.8,
  "orbital_gap_ev": 8.951,
  "fmax_ev_per_a": 4.11,
  "symbols": ["C", "N", "H", "H", "H", "H", "C", "S", "C", "H", "H", "H", "H", "H", "H"],
  "positions_angstrom": [[-0.95914, 0.38956, -1.08933], [-1.89371, -0.60198, -0.60232], [-1.40249, 1.38156, -1.04421], [-0.66878, 0.12156, -2.10706], [-1.55556, -1.51483, -0.35125], [-2.69323, -0.59111, -1.22636], [2.11044, -1.02333, 0.19835], [0.66501, 0.43404, -0.15295], [-0.46518, 0.59470, 1.88007], [2.92355, -0.39681, 0.54359], [1.71179, -1.75989, 0.87942], [2.20935, -1.30833, -0.84091], [-0.46437, 1.64739, 1.66035], [0.21318, 0.02508, 2.50402], [-1.24790, -0.08913, 1.56665]],
  "atomic_forces_ev_per_a": [[0.7, -2.8, -0.5], [-0.4, 1.2, 0.5], [0.5, 0.2, 0.2], [0.3, 0.6, -0.2], [0.1, -0.2, -0.6], [0.0, -0.5, 0.3], [-2.2, 1.2, -1.5], [-0.3, 0.6, 3.1], [1.8, -1.7, -3.3], [-0.2, 0.1, 0.1], [0.0, -0.1, 0.0], [0.4, -0.6, 0.1], [-0.4, 0.2, 1.1], [0.3, 1.0, 0.5], [-0.7, 0.8, 0.0]]
}

***

[3]
{
  "formula": "C3H10NS2",
  "method": "wB97M-V/def2-TZVPD",
  "total_charge": 1,
  "lumo_energy_ev": -6.3,
  "e_tot_ev": -26425.171,
  "homo_ev": -12.4,
  "orbital_gap_ev": 6.132,
  "fmax_ev_per_a": 4.54,
  "symbols": ["C", "C", "C", "N", "S", "S", "H", "H", "H", "H", "H", "H", "H", "H", "H", "H"],
  "positions_angstrom": [[-0.46852, 1.44971, -0.35884], [-1.22931, -1.75908, 0.51118], [0.28791, 1.26697, 0.84021], [-0.73744, -2.24662, -0.62121], [2.48886, 0.80809, -1.27693], [1.61478, 0.07423, 0.44424], [-0.77944, 0.47953, -0.81352], [-1.31334, 2.15727, -0.19641], [0.15359, 2.00821, -1.08883], [-0.32891, 0.89609, 1.62454], [-0.56708, -1.37827, 1.34580], [-2.34096, -1.55787, 0.55550], [-1.41545, -2.89711, -1.08115], [0.19988, -2.60109, -0.50055], [0.77219, 2.14991, 1.17814], [3.66322, 1.15004, -0.56217]],
  "atomic_forces_ev_per_a": [[-1.9, 1.7, -2.8], [0.0, 1.0, -1.4], [1.8, -0.7, 0.5], [-2.3, -1.4, 3.7], [1.4, 0.3, 1.4], [0.2, -0.8, 0.5], [-0.1, 0.9, 0.2], [0.1, -0.8, -0.1], [-0.4, -0.6, 0.1], [-0.1, -0.6, 1.0], [-0.6, -0.7, -1.3], [1.3, -0.5, 0.1], [0.8, 1.1, -0.4], [0.8, 0.3, -0.7], [0.2, 0.9, 0.4], [-1.2, -0.2, -1.1]]
}

***

[4]
{
  "formula": "C3H10NSe",
  "method": "wB97M-V/def2-TZVPD",
  "total_charge": 1,
  "lumo_energy_ev": -4.3,
  "e_tot_ev": -70098.440,
  "homo_ev": -11.8,
  "orbital_gap_ev": 7.525,
  "fmax_ev_per_a": 3.38,
  "symbols": ["C", "C", "C", "N", "Se", "H", "H", "H", "H", "H", "H", "H", "H", "H", "H"],
  "positions_angstrom": [[0.38358, 2.86653, -0.66825], [-0.63309, -2.46948, 0.36378], [-0.34137, -0.06094, -1.04814], [0.01494, -2.43056, 1.52886], [-0.37654, 1.34244, 0.16123], [-0.32404, 3.15878, -1.50196], [0.32274, 3.70254, 0.17671], [1.43011, 2.62759, -0.89760], [-0.23940, -3.13482, -0.39189], [-1.53557, -1.92085, 0.24017], [-0.92781, 0.24400, -1.95119], [0.79047, -0.16880, -1.37096], [-0.11256, -1.91983, 2.37406], [0.58261, 1.06432, 1.27440], [0.96593, -2.90092, 1.71077]],
  "atomic_forces_ev_per_a": [[0.0, 2.5, 1.6], [1.6, 0.9, 2.1], [2.9, -1.3, -1.0], [2.5, -1.8, -1.1], [-1.9, 0.0, 0.7], [1.2, -0.5, 0.8], [0.3, -1.6, -2.0], [-0.5, 0.5, -0.5], [-0.1, 0.2, -0.1], [-0.6, -0.1, 0.0], [0.2, -0.2, 1.0], [-2.2, 0.1, 0.4], [-1.5, 0.9, 0.1], [0.1, -0.1, -0.8], [-2.0, 0.5, -1.3]]
}

***

[5]
{
  "formula": "C3H10NSi",
  "method": "wB97M-V/def2-TZVPD",
  "total_charge": 1,
  "lumo_energy_ev": -5.4,
  "e_tot_ev": -12631.510,
  "homo_ev": -13.3,
  "orbital_gap_ev": 7.908,
  "fmax_ev_per_a": 5.10,
  "symbols": ["C", "C", "C", "N", "Si", "H", "H", "H", "H", "H", "H", "H", "H", "H", "H"],
  "positions_angstrom": [[2.48142, 0.91862, -0.31868], [1.78633, 0.08112, 0.48511], [1.00386, -1.19638, 0.20124], [-2.67783, 0.72210, 0.05741], [-0.89601, -0.87187, -0.12093], [3.19204, 1.70164, 0.02514], [2.50783, 0.78424, -1.38445], [1.84758, 0.03760, 1.58665], [1.17812, -1.87707, 0.91477], [-2.90940, 1.15261, -0.83323], [-2.69474, 1.57593, 0.66856], [-3.58980, 0.37031, 0.27506], [-1.86909, -1.66207, 0.64336], [-0.79226, -0.27202, -1.49393], [1.43195, -1.46477, -0.70608]],
  "atomic_forces_ev_per_a": [[-0.2, -0.8, 1.1], [0.8, 0.3, 1.4], [-2.2, 4.3, -1.7], [0.4, 1.8, 0.7], [1.1, 0.7, -0.8], [-0.9, -0.7, 0.2], [-0.3, -0.1, -0.4], [0.5, 1.4, -0.5], [0.6, -2.5, 2.7], [0.7, -0.1, -0.6], [0.7, -0.9, -0.3], [-0.6, -1.2, 0.6], [0.1, -0.3, -0.4], [-0.7, -0.6, 0.4], [0.0, -1.3, -2.2]]
}

***

[6]
{
  "formula": "C3H10O",
  "method": "wB97M-V/def2-TZVPD",
  "lumo_energy_ev": 0.9,
  "e_tot_ev": -5319.327,
  "homo_ev": -10.5,
  "orbital_gap_ev": 11.395,
  "smiles": "CCC.O",
  "fmax_ev_per_a": 5.08,
  "symbols": ["C", "C", "C", "H", "H", "H", "H", "H", "H", "H", "H", "H", "H", "O"],
  "positions_angstrom": [[0.72629, -0.23929, 1.01216], [0.45772, 1.16847, 0.60486], [-0.16953, 1.07873, -0.91187], [1.62580, -0.81383, 0.53189], [-0.20376, -0.76696, 1.13057], [1.18077, -0.11424, 2.10274], [1.29678, 1.84506, 0.53226], [-0.29852, 1.77465, 1.19774], [-1.14738, 0.58673, -0.79610], [-0.08022, 2.13362, -1.23609], [0.53292, 0.73974, -1.70957], [-0.82378, -2.41223, -1.36222], [-1.74517, -2.10428, -0.30716], [-1.35191, -2.87616, -0.78919]],
  "atomic_forces_ev_per_a": [[3.4, 0.1, 3.7], [-1.6, 0.6, -3.4], [2.0, 1.9, 1.4], [-2.2, 1.1, 0.1], [-0.1, -0.7, -0.2], [-1.1, -0.7, -1.7], [0.7, -0.2, 0.2], [0.7, -1.3, -0.3], [0.3, 0.5, -0.9], [-1.6, -0.1, 0.1], [-0.5, -1.1, 1.0], [2.4, 1.4, -2.6], [0.2, -1.3, -0.3], [-2.5, 0.0, 2.8]]
}